[1]
This record from the OMol25 dataset describes one molecule with the formula C5H7NO2 in a non-equilibrium geometry. The level of theory is wB97M-V/def2-TZVPD.

The geometry in XYZ format:
```
15
Properties=species:S:1:pos:R:3:nbo_charge:R:1
H 0.01498 -0.55970 2.17323 0.32
N -0.74854 -0.81050 1.53971 -0.73
C -0.60764 -0.24382 0.35555 0.37
C -1.63723 -0.57319 -0.69919 -0.66
C 0.83089 -0.01127 -0.14225 -0.25
C 1.79094 -0.91422 -0.38895 -0.24
C 1.08098 1.39679 -0.12135 0.83
O 1.90251 2.19876 0.13036 -0.45
O -0.55736 1.69515 0.19286 -0.81
H -1.79927 -1.65266 -0.74110 0.24
H -2.57469 -0.08910 -0.41983 0.24
H -1.35363 -0.20447 -1.68627 0.21
H 1.51103 -1.94723 -0.56658 0.22
H 2.82063 -0.61302 -0.54954 0.22
H -0.67361 2.32849 0.92334 0.50
```

The value obtained for the largest force on an atom is 4.58 eV/Å. Its orbital gap is 8.173 eV. The lowest unoccupied orbital energy is -0.029 Eh. The value obtained for the highest occupied orbital energy is -8.962 eV. As for the structure (SMILES): [H]/N=C(/C)C(=C)C(=O)O.

***

[2]
This record from the OMol25 dataset describes C40H45BBaN9O7PS2 as an isolated structure in a non-equilibrium geometry. The level of theory is wB97M-V/def2-TZVPD.

The geometry in XYZ format:
```
106
Properties=species:S:1:pos:R:3:mulliken_charge:R:1
Ba 9.67436 14.89579 10.95961 0.60
C 7.53901 17.03027 9.03498 -0.91
C 6.55342 16.87652 10.20993 -0.86
N 6.93185 15.90593 11.18944 0.36
C 6.72604 16.17377 12.63722 -0.18
C 7.45005 17.33880 13.28139 -0.81
S 9.08709 17.73945 12.65017 0.27
C 8.75252 18.97765 11.29094 -0.84
C 9.27511 18.60804 9.90731 -0.77
N 8.93117 17.24575 9.45037 0.49
H 7.17824 17.91363 8.46710 0.33
H 7.52380 16.23022 8.30697 0.36
H 5.58990 16.60258 9.74262 0.38
H 6.45810 17.85590 10.67118 0.28
H 6.51553 14.99401 11.00934 0.20
H 7.08456 15.24513 13.14934 -0.31
H 5.64905 16.27123 12.84281 0.37
H 7.61993 17.12184 14.35906 0.43
H 6.80747 18.24169 13.29766 0.39
H 9.33781 19.84631 11.66325 0.55
H 7.68324 19.34864 11.34170 0.42
H 10.38451 18.69817 9.94406 0.15
H 8.89912 19.37995 9.17862 0.28
H 9.56968 16.92853 8.68162 0.09
C 15.10057 15.42310 11.64021 -0.30
C 15.31400 14.93466 13.03972 0.32
C 16.47292 14.21924 13.33662 -0.82
C 16.70925 13.69594 14.57321 -0.82
C 15.76950 13.87977 15.58279 -0.74
C 14.65040 14.65389 15.34640 -0.40
C 14.41494 15.21325 14.09593 0.45
P 12.89072 16.18215 13.76479 1.92
C 11.76620 15.89794 15.21678 0.25
C 11.30115 17.01799 15.95425 -1.11
C 10.61809 16.81870 17.14816 -0.76
C 10.14551 15.58063 17.53215 -0.86
C 10.49044 14.47430 16.75126 -0.71
C 11.33498 14.62035 15.66314 1.05
C 11.81783 13.34799 15.02630 -0.88
C 13.48600 17.92485 13.87118 -0.18
C 14.25532 18.32901 14.96694 0.15
C 14.86864 19.58169 15.04036 -0.93
C 14.72715 20.52220 14.02192 -0.30
C 13.99676 20.18344 12.89161 -1.00
C 13.40325 18.84946 12.76990 1.09
C 12.80026 18.57329 11.56079 -1.01
H 15.92908 15.14723 10.99108 0.40
H 14.93834 16.52755 11.61052 0.19
H 14.15256 15.00999 11.19699 -0.48
H 17.24727 14.16199 12.59382 0.38
H 17.65287 13.22877 14.83030 0.36
H 15.86938 13.42075 16.54200 0.45
H 13.99030 14.89097 16.15825 0.51
H 11.58991 18.01013 15.65014 0.52
H 10.51315 17.70246 17.78070 0.37
H 9.58485 15.46491 18.47793 0.36
H 10.14517 13.46780 17.02958 0.49
H 10.90503 12.71207 14.90384 0.20
H 12.57086 12.82057 15.62630 0.40
H 12.27220 13.53654 14.04826 -0.49
H 14.36598 17.58844 15.78130 0.24
H 15.53372 19.75657 15.90701 0.27
H 15.16717 21.53191 14.14853 0.29
H 13.82664 20.88464 12.08984 0.36
H 12.95118 19.18979 10.69210 0.14
H 12.15818 17.72426 11.40852 -0.18
B 10.64619 14.38339 6.47430 -0.10
N 11.74111 14.84073 7.40538 0.23
C 13.08779 14.82110 7.16626 -0.46
C 13.75811 15.38235 8.21925 -1.00
C 12.72200 15.74123 9.12561 -0.19
N 11.52249 15.51203 8.56634 0.18
N 9.48967 13.61679 7.18977 -0.30
C 8.69361 12.80174 6.44202 -0.39
C 7.94838 11.97001 7.26627 -1.12
C 8.25517 12.43399 8.57088 -0.47
N 9.12695 13.44931 8.50674 0.93
H 10.24028 15.24444 5.67365 -0.19
H 11.17163 13.65381 5.61476 -0.18
H 13.41474 14.34125 6.27792 0.42
H 14.83196 15.56983 8.33818 0.37
H 12.82793 16.17209 10.08897 0.57
H 8.80182 12.78496 5.35445 0.38
H 7.29277 11.14618 7.00057 0.38
H 7.84319 12.05109 9.52628 0.39
O 12.95892 10.99934 11.42587 -0.58
S 12.81605 12.43894 11.26154 0.21
N 11.51793 13.11209 10.99105 -0.76
O 7.72928 12.67254 11.66574 -0.72
C 8.36047 12.65831 12.78490 0.56
O 9.14483 13.56818 13.24347 -0.30
C 8.20485 11.50330 13.63118 0.03
C 7.96651 10.23250 13.13406 -0.73
C 7.87032 9.22288 14.04311 0.25
C 7.78460 9.38055 15.43577 -0.49
C 7.93005 10.71652 15.87006 -0.36
C 8.26102 11.79317 15.02557 -0.40
N 7.79898 10.99807 17.24238 1.01
O 7.94601 12.17168 17.62045 -0.60
O 7.53223 10.01585 17.95815 -0.66
N 7.77210 7.86353 13.59791 0.99
O 7.94971 7.02239 14.50517 -0.61
O 7.46259 7.73566 12.40711 -0.58
H 7.88582 10.01071 12.05076 0.50
H 7.64139 8.59017 16.17902 0.52
H 8.50990 12.75830 15.41126 0.85
```

The value obtained for the largest force on an atom is 3.68 eV/Å. Its orbital gap is 3.089 eV. The lowest unoccupied orbital energy is 0.088 Eh. The value obtained for the highest occupied orbital energy is -0.691 eV. Its charge is -2.

***

[3]
This record from the OMol25 dataset describes a 8-piece molecular cluster, C26H50Cl8O10 overall in a non-equilibrium geometry. The level of theory is wB97M-V/def2-TZVPD.

The geometry in XYZ format:
```
94
Properties=species:S:1:pos:R:3:mulliken_charge:R:1
O -1.77327 6.10849 0.16194 -0.60
C -1.98675 5.33932 1.10240 0.66
C -2.17201 3.96497 0.74723 -0.58
C -2.58820 2.93198 1.64014 0.37
O -2.60883 1.64742 1.20409 -0.46
C -2.82444 3.26179 3.07204 0.77
O -3.15522 2.37862 3.84256 -0.58
C -2.47727 4.68179 3.42932 -0.83
C -2.11858 5.60999 2.52954 0.35
O -1.83594 6.92586 2.90835 -0.52
H -2.01544 3.73532 -0.29639 0.43
H -3.13281 1.08329 1.77750 0.27
H -2.32251 4.88980 4.47773 0.39
H -2.08052 7.47715 2.16146 0.33
C -4.36518 -3.01078 1.88460 -0.67
O -4.96482 -1.86755 2.55468 -0.32
C -6.31296 -1.68725 2.35790 -0.52
C -7.24062 -2.84532 2.77259 -0.57
O -7.38371 -3.84243 1.74788 -0.33
C -7.75444 -5.13561 2.25067 -0.71
H -4.92527 -3.91357 2.12827 0.20
H -3.42232 -3.17559 2.40611 0.28
H -4.29359 -3.02164 0.79701 0.33
H -6.41670 -1.38418 1.31604 0.35
H -6.58915 -0.72789 2.79544 0.34
H -8.25496 -2.48675 2.94771 0.43
H -6.83719 -3.22466 3.71144 0.35
H -6.92754 -5.48124 2.87108 0.31
H -7.88527 -5.76391 1.36963 0.24
H -8.66448 -5.20350 2.84674 0.30
C -3.61961 1.24577 -5.44090 -0.74
O -3.88537 1.66764 -6.78266 -0.29
C -5.23196 1.60281 -7.17755 -0.52
C -5.44873 2.20893 -8.50597 -0.53
O -4.97756 1.26345 -9.49833 -0.25
C -5.07030 1.64606 -10.82758 -0.76
H -2.53672 1.13344 -5.49406 0.21
H -4.04759 0.25428 -5.29302 0.33
H -3.89608 2.07059 -4.78414 0.31
H -5.78487 2.08398 -6.37080 0.39
H -5.54817 0.56030 -7.21318 0.33
H -4.87490 3.13311 -8.43741 0.29
H -6.49917 2.47929 -8.61361 0.38
H -6.06357 1.97473 -11.13332 0.31
H -4.85715 0.77404 -11.44584 0.24
H -4.35867 2.45684 -10.98355 0.30
C 7.71996 -0.35797 6.39061 -0.91
O 8.07128 0.36213 5.16485 -0.30
C 9.40107 0.10611 4.66354 -0.59
C 9.49408 0.67173 3.24088 -0.55
O 8.42273 0.17970 2.50766 -0.19
C 8.52739 0.55902 1.12437 -0.82
H 8.24582 0.03477 7.26086 0.36
H 7.75400 -1.43390 6.56193 0.34
H 6.67759 -0.20683 6.67121 0.31
H 9.68953 -0.94449 4.69703 0.33
H 10.08327 0.47085 5.43143 0.42
H 10.46485 0.51850 2.76949 0.39
H 9.38062 1.75438 3.29656 0.33
H 8.34302 1.61236 0.91327 0.32
H 7.82310 -0.10771 0.62685 0.21
H 9.48330 0.42324 0.61853 0.35
Cl 1.35337 -0.83202 -3.11324 -0.18
C 0.77808 -0.50082 -1.41196 -0.37
C 1.90130 -0.71149 -0.35550 -0.40
Cl 3.28106 0.39868 -0.58051 -0.19
H -0.07023 -1.14721 -1.18690 0.30
H 0.44721 0.53387 -1.50179 0.25
H 2.31277 -1.71906 -0.41555 0.30
H 1.54428 -0.56369 0.66370 0.30
Cl 7.60716 -5.09061 2.02721 -0.17
C 6.48420 -3.86095 1.94711 -0.29
C 6.12399 -3.09775 3.15797 -0.25
Cl 5.04039 -4.00753 4.20052 -0.21
H 5.55563 -4.16598 1.46461 0.33
H 6.89819 -3.10315 1.28193 0.14
H 5.71272 -2.10549 2.97248 0.29
H 7.06935 -2.90556 3.66537 0.16
Cl 0.78909 -0.69527 9.41758 -0.20
C 1.49564 -0.49141 7.78725 -0.45
C 0.46051 -0.03091 6.75130 -0.39
Cl 1.47254 0.37701 5.30814 -0.20
H 1.86334 -1.47334 7.48938 0.31
H 2.30704 0.23421 7.84390 0.32
H 0.00168 0.89507 7.09791 0.29
H -0.29342 -0.79632 6.56738 0.32
Cl 2.08294 -1.45032 -8.50565 -0.18
C 0.72968 -0.40527 -8.13037 -0.39
C -0.12265 -0.03569 -9.40709 -0.35
Cl -0.98045 -1.44696 -10.11018 -0.19
H 1.02915 0.53374 -7.66488 0.30
H 0.05692 -0.93001 -7.45204 0.26
H 0.44822 0.50542 -10.16169 0.35
H -0.93088 0.62771 -9.09923 0.19
```

The value obtained for the largest force on an atom is 4.77 eV/Å. Its orbital gap is 7.684 eV. The lowest unoccupied orbital energy is -0.073 Eh. The value obtained for the highest occupied orbital energy is -9.668 eV. As for the structure (SMILES): O=C1C=C(O)C(=O)C=C1O.COCCOC.COCCOC.COCCOC.ClCCCl.ClCCCl.ClCCCl.ClCCCl.

***

[4]
This record from the OMol25 dataset describes a 2-piece molecular cluster, CH2FNO overall in a non-equilibrium geometry. The level of theory is wB97M-V/def2-TZVPD.

The geometry in XYZ format:
```
6
Properties=species:S:1:pos:R:3:nbo_charge:R:1
C -0.12871 0.22290 0.80197 0.44
N 0.36032 -0.00245 -0.51507 -0.08
O -0.49034 1.30413 1.25442 -0.50
F -0.10851 0.82965 -1.45758 -0.20
H 0.04842 -0.74212 1.40186 0.14
H 0.31881 -1.61210 -1.48559 0.20
```

The value obtained for the largest force on an atom is 2.63 eV/Å. Its orbital gap (spin up / spin down) is 7.960 / 9.505 eV. The lowest unoccupied orbital energy (spin up / spin down) is -0.084 / -0.047 Eh. The value obtained for the highest occupied orbital energy (spin up / spin down) is -10.254 / -10.794 eV.

***

[5]
This record from the OMol25 dataset describes one molecule with the formula H3PS2 in a non-equilibrium geometry. The level of theory is wB97M-V/def2-TZVPD.

The geometry in XYZ format:
```
6
Properties=species:S:1:pos:R:3:nbo_charge:R:1
S -1.97446 0.47419 -0.07952 -0.51
P -0.25755 -0.31835 0.21370 0.66
S 1.38302 0.97452 -0.03062 -0.23
H 0.06338 -1.41635 -0.60025 -0.03
H 0.07285 -0.94857 1.54043 -0.01
H 0.71275 1.23456 -1.04374 0.12
```

The value obtained for the largest force on an atom is 3.61 eV/Å. Its orbital gap is 9.654 eV. The lowest unoccupied orbital energy is 0.013 Eh. The value obtained for the highest occupied orbital energy is -9.307 eV. As for the structure (SMILES): S=[PH2]S.

***

[6]
This record from the OMol25 dataset describes one molecule with the formula C2H5N3O2 in a non-equilibrium geometry. The level of theory is wB97M-V/def2-TZVPD.

The geometry in XYZ format:
```
12
Properties=species:S:1:pos:R:3:nbo_charge:R:1
O -0.34211 -2.32290 -0.84606 -0.57
N 0.14306 -1.11459 -1.02746 0.36
N 0.23670 -0.61001 -2.15640 0.07
O -0.06174 -1.45924 -3.09965 -0.49
N 0.62545 -0.44149 -0.01068 -0.25
C 0.45991 0.98544 0.10098 -0.24
C -0.07229 -0.08318 1.07148 -0.21
H -0.30092 -2.28322 -2.52863 0.48
H -0.22083 1.51239 -0.66377 0.22
H 1.31701 1.48655 0.32397 0.21
H 0.47649 -0.20611 2.08503 0.21
H -1.10657 -0.14932 1.08719 0.21
```

The value obtained for the largest force on an atom is 4.78 eV/Å. Its orbital gap is 10.258 eV. The lowest unoccupied orbital energy is 0.035 Eh. The value obtained for the highest occupied orbital energy is -9.316 eV. As for the structure (SMILES): [O-]/[N+](=N\O)N1CC1.

***

[7]
This record from the OMol25 dataset describes a 2-piece molecular cluster, C3H11NS2 overall in a non-equilibrium geometry. The level of theory is wB97M-V/def2-TZVPD.

The geometry in XYZ format:
```
17
Properties=species:S:1:pos:R:3:nbo_charge:R:1
C -3.19119 -0.27795 0.10350 -0.75
S -1.88549 0.68694 -0.75355 -0.32
S -0.40436 -0.94828 -1.12220 -0.61
H -2.65318 -0.76493 0.92328 0.19
H -3.49534 -1.08371 -0.55744 0.19
H -4.02923 0.26902 0.48092 0.19
H 0.32525 -0.77338 -0.02375 0.11
C 1.66945 1.13391 0.58102 -0.44
N 2.05252 0.01718 1.43986 -0.61
C 3.43407 -0.33611 1.26960 -0.41
H 0.62165 1.38475 0.75349 0.23
H 2.33987 1.99556 0.60509 0.14
H 1.77747 0.80308 -0.45669 0.21
H 1.81597 0.21143 2.39596 0.34
H 3.68359 -1.09611 1.99912 0.19
H 4.15462 0.48445 1.31907 0.15
H 3.56594 -0.80957 0.29947 0.19
```

The value obtained for the largest force on an atom is 3.03 eV/Å. Its expectation value of S² is 0.754. Its orbital gap (spin up / spin down) is 3.662 / 7.106 eV. The multiplicity is 2. The lowest unoccupied orbital energy (spin up / spin down) is 0.134 / 0.133 Eh. The value obtained for the highest occupied orbital energy (spin up / spin down) is -0.013 / -3.487 eV. Its charge is -1.

***

We obtain energy above the lowest of the compared OMol25 structures with the same formula, charge and spin values of 75.2 0.4 62.8 158.3 8.4 181.6 14.3 kcal per mole for the records listed above, in that order.
We obtain E values of -399.84572 -3758.74658 -5454.35328 -268.93503 -1139.51244 -393.72986 -971.98511 a.u. for the records listed above, in that order.